# 1
Density functional theory data (the ωB97M-V functional and the def2-TZVPD basis) for 2 unconnected molecules or ions with the total composition C10H10N2O2.

The HOMO energy is -0.315 Ha. As for the total charge: 0. The calculation puts the HOMO-LUMO gap at 0.327 Eh. Its SMILES is O=c1cc[nH]c(=O)[nH]1.c1ccccc1. For the energy above the lowest of the compared OMol25 structures with the same formula, charge and spin, the calculation gives 264.47 kJ/mol. The value obtained for the LUMO energy is 0.3 eV. As for the total energy: -647.001248 hartree. The value obtained for the maximum force is 4.101 eV/Å.

Last column: natural (NBO) charge in e.
Positions of all 24 atoms, in Å:
O: -3.93 1.85 0.22  -0.61
O: -0.19 -0.44 1.67  -0.57
N: -2.10 0.71 0.98  -0.64
N: -3.40 -0.17 -0.77  -0.61
C: -1.20 -0.39 0.98  0.63
C: -2.69 -1.36 -0.70  0.08
C: 2.77 1.72 -0.30  -0.22
C: 1.48 1.27 -0.33  -0.24
C: 1.10 0.00 -0.20  -0.15
C: -1.61 -1.47 0.06  -0.40
C: -3.21 0.87 0.15  0.78
C: 3.64 0.65 -0.04  -0.21
C: 3.28 -0.67 0.22  -0.21
C: 2.04 -1.00 0.00  -0.20
H: -4.30 -0.07 -1.27  0.43
H: 0.53 1.75 -0.52  0.20
H: 3.10 2.73 -0.75  0.23
H: 4.65 0.77 -0.01  0.20
H: -1.94 1.48 1.60  0.44
H: 1.82 -2.02 0.12  0.20
H: -0.97 -2.32 -0.08  0.25
H: 0.13 -0.30 -0.21  0.18
H: -3.05 -2.11 -1.33  0.22
H: 4.01 -1.48 0.51  0.21

# 2
Density functional theory data (the ωB97M-V functional and the def2-TZVPD basis) for 2 unconnected molecules or ions with the total composition C2H2N2O2S.

The HOMO energy (alpha / beta) is -0.317 / -0.444 Ha. As for the total charge: 0. Its spin multiplicity is 3. The calculation puts the HOMO-LUMO gap (alpha / beta) at 0.293 / 0.297 Eh. For the energy above the lowest of the compared OMol25 structures with the same formula, charge and spin, the calculation gives 216.80 kJ/mol. The value obtained for the LUMO energy (alpha / beta) is -0.7 / -4.0 eV. As for the total energy: -735.338993 hartree. The value obtained for the maximum force is 7.402 eV/Å.

Last column: natural (NBO) charge in e.
Positions of all 9 atoms, in Å:
S: -0.99 -0.14 1.49  2.18
O: -1.28 -0.24 2.86  -0.81
O: -2.04 -0.41 0.51  -0.78
N: 0.43 0.24 1.18  -0.58
N: 0.29 -1.64 -1.86  -0.27
C: 0.93 0.59 -0.89  -0.39
C: 0.48 -0.68 -1.32  0.19
H: 0.21 1.42 -0.91  0.22
H: 1.97 0.86 -1.05  0.23

# 3
Density functional theory data (the ωB97M-V functional and the def2-TZVPD basis) for 8 unconnected molecules or ions with the total composition C17H36Br15OP.

The HOMO energy is -0.290 Ha. As for the total charge: 0. The calculation puts the HOMO-LUMO gap at 0.294 Eh. Its SMILES is C[C@H](Br)CPO.BrCCBr.BrCCBr.BrCCBr.BrCCBr.BrCCBr.BrCCBr.BrCCBr. For the energy above the lowest of the compared OMol25 structures with the same formula, charge and spin, the calculation gives 212.43 kJ/mol. The value obtained for the LUMO energy is 0.1 eV. As for the total energy: -39696.085678 hartree. The value obtained for the maximum force is 2.756 eV/Å.

Last column: natural (NBO) charge in e.
Positions of all 70 atoms, in Å:
Br: -5.26 -2.68 -3.62  -0.02
Br: -6.20 -2.84 3.85  0.00
Br: 5.16 2.82 -6.69  -0.01
Br: -8.16 -0.29 2.04  -0.01
Br: 6.02 -3.15 -2.56  -0.01
Br: 2.54 1.82 -1.49  -0.01
Br: 3.14 2.74 2.04  -0.01
Br: -0.10 5.08 3.48  0.00
Br: 8.69 -1.29 -4.31  -0.02
Br: -3.68 5.78 2.89  0.00
Br: -1.10 -5.24 -2.10  -0.02
Br: 4.86 -0.13 -4.48  -0.01
Br: -4.66 -1.76 -0.09  -0.02
Br: -1.40 -0.65 1.58  -0.06
Br: -0.49 -4.32 1.42  0.00
P: -4.40 2.65 0.74  0.78
O: -5.11 2.05 2.22  -0.99
C: -2.87 1.63 0.20  -0.77
C: 0.41 -5.64 0.31  -0.45
C: -1.95 1.28 1.51  -0.24
C: -2.75 5.36 4.55  -0.45
C: 4.04 1.42 0.92  -0.45
C: -8.44 -1.05 3.81  -0.45
C: 7.22 -3.73 -3.99  -0.45
C: -0.59 2.23 1.65  -0.66
C: -1.39 6.02 4.60  -0.45
C: 4.22 1.93 -0.49  -0.45
C: 8.61 -3.17 -3.80  -0.45
C: -3.58 -2.57 -2.62  -0.45
C: 5.52 2.65 -4.77  -0.45
C: -3.76 -3.08 -1.21  -0.45
C: 0.58 -5.14 -1.11  -0.44
C: 6.17 1.32 -4.45  -0.45
C: -7.12 -1.26 4.53  -0.45
H: -9.02 -1.97 3.68  0.24
H: 1.28 -5.77 -1.66  0.23
H: -0.65 2.88 2.63  0.23
H: -2.21 2.22 -0.59  0.25
H: 9.32 -3.67 -4.46  0.23
H: 0.92 -4.10 -1.16  0.24
H: -0.57 2.95 0.72  0.21
H: -1.41 7.06 4.27  0.23
H: 4.56 2.80 -4.26  0.24
H: -0.98 5.97 5.61  0.23
H: -3.88 3.97 1.03  -0.04
H: 1.38 -5.80 0.78  0.23
H: 5.02 1.26 1.40  0.23
H: -2.89 -3.21 -3.17  0.23
H: 6.19 3.48 -4.54  0.23
H: -2.57 1.48 2.49  0.23
H: 3.46 0.50 0.98  0.24
H: -3.25 -1.53 -2.67  0.23
H: 7.23 -4.82 -3.93  0.23
H: -2.78 -3.24 -0.73  0.24
H: 8.96 -3.24 -2.77  0.23
H: -6.43 -0.42 4.42  0.23
H: -4.34 -4.00 -1.14  0.23
H: -2.70 4.27 4.62  0.24
H: -0.18 -6.57 0.37  0.23
H: -5.71 1.27 2.07  0.51
H: -3.40 5.74 5.35  0.23
H: 4.55 2.97 -0.54  0.23
H: -3.25 0.66 -0.39  0.27
H: 6.57 1.33 -3.44  0.23
H: -9.05 -0.31 4.34  0.23
H: 0.36 1.54 1.61  0.24
H: 4.91 1.29 -1.05  0.23
H: 6.96 1.05 -5.15  0.23
H: -7.29 -1.46 5.59  0.23
H: 6.75 -3.43 -4.93  0.24

# 4
Density functional theory data (the ωB97M-V functional and the def2-TZVPD basis) for 8 unconnected molecules or ions with the total composition C8H28O7.

The HOMO energy is -0.324 Ha. As for the total charge: 0. The calculation puts the HOMO-LUMO gap at 0.334 Eh. Its SMILES is C=C(C)C(=C)CCC.O.O.O.O.O.O.O. For the energy above the lowest of the compared OMol25 structures with the same formula, charge and spin, the calculation gives 400.50 kJ/mol. The value obtained for the LUMO energy is 0.3 eV. As for the total energy: -848.121327 hartree. The value obtained for the maximum force is 8.283 eV/Å.

Last column: natural (NBO) charge in e.
Positions of all 43 atoms, in Å:
O: 0.76 -3.61 2.08  -0.93
O: -3.19 -0.73 -2.81  -0.96
O: -4.37 -2.06 0.64  -0.97
O: -2.91 0.99 -0.01  -0.94
O: -0.39 1.06 -3.10  -0.94
O: 4.81 0.17 -0.43  -0.91
O: -1.94 3.96 -1.49  -0.92
C: 0.49 2.35 2.04  -0.45
C: 2.73 0.56 1.99  -0.39
C: 0.93 -1.33 -2.16  -0.62
C: 1.61 0.34 1.34  -0.01
C: -0.64 -0.01 2.40  -0.65
C: 1.45 -0.59 0.24  -0.45
C: 0.45 1.00 2.07  0.02
C: 0.67 -0.27 -1.11  -0.40
H: -1.58 0.43 2.77  0.22
H: 3.72 0.27 1.62  0.14
H: 1.52 -0.87 -2.96  0.22
H: -3.50 -1.27 -2.06  0.48
H: 1.04 -1.51 0.73  0.23
H: 4.88 -0.70 -0.89  0.46
H: -0.25 -0.50 3.32  0.22
H: 2.90 1.23 2.79  0.20
H: 1.18 0.60 -1.46  0.22
H: -0.42 2.70 2.49  0.19
H: -0.44 -0.16 -0.87  0.19
H: 1.30 3.03 1.56  0.23
H: 4.72 -0.17 0.42  0.45
H: -1.21 3.55 -1.65  0.46
H: 2.42 -1.06 0.07  0.20
H: -0.47 1.34 -3.96  0.47
H: 0.60 -4.44 1.60  0.47
H: 1.44 -2.19 -1.65  0.20
H: -3.86 -1.49 0.06  0.48
H: -0.84 -0.79 1.66  0.24
H: 1.76 -3.74 2.29  0.47
H: -3.26 1.68 0.41  0.47
H: -3.91 -2.35 1.46  0.49
H: -0.89 0.30 -3.00  0.48
H: -0.08 -1.73 -2.57  0.21
H: -1.68 4.44 -0.70  0.46
H: -3.23 0.25 -2.53  0.48
H: -2.34 1.35 -0.64  0.47

# 5
Density functional theory data (the ωB97M-V functional and the def2-TZVPD basis) for 2 unconnected molecules or ions with the total composition C2H8.

The HOMO energy is -0.486 Ha. As for the total charge: 0. The calculation puts the HOMO-LUMO gap at 0.526 Eh. Its SMILES is C.C. For the energy above the lowest of the compared OMol25 structures with the same formula, charge and spin, the calculation gives 0.81 kJ/mol. The value obtained for the LUMO energy is 1.1 eV. As for the total energy: -80.981738 hartree. The value obtained for the maximum force is 0.408 eV/Å.

Last column: natural (NBO) charge in e.
Positions of all 10 atoms, in Å:
C: 8.75 0.25 10.73  -0.85
C: 7.98 2.97 14.43  -0.85
H: 9.75 0.70 10.83  0.21
H: 8.76 3.63 14.02  0.21
H: 8.36 2.49 15.34  0.21
H: 8.06 0.72 11.45  0.21
H: 7.73 2.20 13.69  0.21
H: 8.81 -0.83 10.94  0.21
H: 8.38 0.40 9.71  0.21
H: 7.09 3.55 14.67  0.21

# 6
Density functional theory data (the ωB97M-V functional and the def2-TZVPD basis) for 2 unconnected molecules or ions with the total composition C2N3O2S.

The HOMO energy is -0.145 Ha. As for the total charge: -1. The calculation puts the HOMO-LUMO gap at 0.279 Eh. For the energy above the lowest of the compared OMol25 structures with the same formula, charge and spin, the calculation gives 23.51 kJ/mol. The value obtained for the LUMO energy is 3.7 eV. As for the total energy: -789.160045 hartree. The value obtained for the maximum force is 4.796 eV/Å.

Last column: natural (NBO) charge in e.
Positions of all 8 atoms, in Å:
S: -0.34 2.30 0.31  0.31
O: -0.15 -1.51 -2.48  -0.54
O: 1.54 -1.82 -1.04  -0.53
N: 0.01 0.59 1.99  -0.07
N: 0.02 -0.09 0.84  -0.45
N: -0.17 1.83 1.95  -0.42
C: 0.67 -1.60 -1.71  1.05
C: -0.11 0.65 -0.25  -0.35

# 7
Density functional theory data (the ωB97M-V functional and the def2-TZVPD basis) for a molecular structure, CH3ClN2.

The HOMO energy is -0.366 Ha. As for the total charge: 0. The calculation puts the HOMO-LUMO gap at 0.359 Eh. For the energy above the lowest of the compared OMol25 structures with the same formula, charge and spin, the calculation gives 422.51 kJ/mol. The value obtained for the LUMO energy is -0.2 eV. As for the total energy: -609.471775 hartree. The value obtained for the maximum force is 4.739 eV/Å.

Last column: natural (NBO) charge in e.
Positions of all 7 atoms, in Å:
Cl: -4.11 -0.64 0.07  0.20
N: -2.59 0.01 -0.40  -0.53
N: -1.54 2.06 0.09  -0.70
C: -1.91 0.89 0.02  0.63
H: -2.15 -2.08 -0.02  -0.01
H: -0.75 2.59 0.42  0.42
H: -1.87 -2.74 -0.42  0.00

# 8
Density functional theory data (the ωB97M-V functional and the def2-TZVPD basis) for 11 unconnected molecules or ions with the total composition C45H85NO25.

The HOMO energy is -0.354 Ha. As for the total charge: 0. The calculation puts the HOMO-LUMO gap at 0.371 Eh. Its SMILES is CCOC(=O)OC.CCOC(=O)OC.CCOC(=O)OC.CCOC(=O)OC.CCOC(=O)OC.CCOC(C)=O.CCOC(C)=O.CCOC(C)=O.CCOC(C)=O.CCOC(C)=O.c1ccncc1. The value obtained for the LUMO energy is 0.5 eV. As for the total energy: -3701.392922 hartree. The value obtained for the maximum force is 6.360 eV/Å.

Last column: Mulliken charge in e.
Positions of all 156 atoms, in Å:
O: 10.98 14.22 17.34  0.16
O: 14.12 13.38 15.83  0.26
O: 13.24 9.69 19.03  -0.33
O: 12.51 18.76 19.34  -0.40
O: 15.90 12.13 10.79  -0.17
O: 9.72 13.32 15.81  0.22
O: 20.39 14.31 15.99  -0.17
O: 13.62 18.09 17.51  -0.41
O: 16.89 17.66 13.37  -0.60
O: 13.31 16.77 9.75  -0.60
O: 17.16 18.76 15.45  -0.27
O: 13.53 17.48 11.89  -0.26
O: 16.95 10.71 14.15  -0.57
O: 16.25 10.05 9.88  -0.66
O: 9.48 15.63 16.24  -0.63
O: 13.17 8.33 17.38  -0.34
O: 14.64 18.38 19.57  -0.36
O: 10.05 8.44 14.13  -0.20
O: 17.70 11.83 9.70  -0.30
O: 20.31 12.53 17.42  -0.68
O: 9.78 9.82 15.96  0.18
O: 15.11 9.45 17.70  -0.64
O: 15.16 13.52 17.84  -0.24
O: 8.03 8.41 15.16  -0.57
O: 17.82 8.69 14.43  -0.38
N: 16.62 15.08 22.86  -0.64
C: 14.77 13.98 16.78  -0.04
C: 22.58 14.86 16.83  -1.02
C: 12.70 11.71 14.95  -0.07
C: 16.81 18.19 20.52  -1.56
C: 13.76 7.63 16.29  -0.81
C: 13.64 15.23 12.87  0.06
C: 13.69 17.54 10.61  0.72
C: 9.19 8.81 15.14  0.42
C: 16.60 11.23 10.09  0.84
C: 14.82 18.51 10.24  -0.86
C: 17.47 9.85 14.81  0.69
C: 11.33 19.05 18.65  -0.70
C: 8.75 13.17 14.81  -0.94
C: 19.72 13.45 16.73  -0.18
C: 16.90 13.98 22.13  -0.60
C: 16.49 18.35 14.30  0.70
C: 12.71 11.17 20.84  -1.67
C: 18.81 11.19 9.12  -0.01
C: 21.82 14.18 15.69  -0.35
C: 18.51 18.44 15.71  -0.81
C: 16.00 13.43 21.19  -0.05
C: 13.73 10.75 19.81  0.97
C: 14.67 11.66 11.40  -0.07
C: 10.81 15.79 19.12  -1.68
C: 10.03 14.52 16.42  0.37
C: 14.80 14.08 21.07  0.57
C: 19.73 12.22 8.49  -1.35
C: 15.93 17.81 19.31  0.77
C: 13.64 12.06 16.07  0.87
C: 14.58 15.35 21.64  -0.30
C: 8.99 10.28 17.08  -0.54
C: 18.82 16.99 16.06  -0.03
C: 17.86 10.15 16.21  -0.28
C: 17.60 8.29 13.10  -0.26
C: 15.08 18.97 14.29  -0.50
C: 18.27 13.67 16.79  0.26
C: 18.68 8.89 12.15  -0.98
C: 15.51 15.76 22.59  -0.65
C: 12.73 16.44 12.44  -0.82
C: 9.49 7.77 13.03  -0.72
C: 15.10 15.44 16.50  0.66
C: 13.94 9.20 17.96  1.11
C: 9.87 10.92 18.14  -0.76
C: 11.70 15.19 18.05  0.33
C: 13.57 18.40 18.68  0.71
H: 11.18 18.44 17.76  0.30
H: 10.60 11.58 17.68  -0.11
H: 17.75 17.65 20.36  0.40
H: 15.77 15.59 15.65  0.22
H: 12.58 14.82 18.56  -0.17
H: 14.46 19.46 10.63  0.30
H: 18.80 19.01 16.59  0.33
H: 20.11 12.96 9.20  0.32
H: 16.42 17.87 21.49  0.17
H: 14.47 15.55 13.49  -0.05
H: 17.73 12.97 17.43  0.07
H: 19.69 8.58 12.42  0.35
H: 18.26 16.61 16.91  -0.13
H: 19.91 16.97 16.16  0.05
H: 12.22 10.30 21.28  0.44
H: 14.94 19.61 15.16  0.31
H: 14.27 18.24 14.25  -0.18
H: 7.88 12.81 15.35  0.32
H: 8.33 9.53 17.52  0.46
H: 13.26 12.02 14.06  -0.69
H: 12.36 16.88 13.36  0.21
H: 14.47 11.36 16.01  -0.10
H: 17.14 10.86 16.61  -0.38
H: 14.91 10.71 11.87  0.12
H: 13.62 8.17 15.35  0.26
H: 8.32 11.03 16.66  0.11
H: 9.07 6.81 13.31  0.30
H: 14.92 18.59 9.16  0.32
H: 14.64 10.41 20.31  0.44
H: 13.18 11.99 17.06  -0.34
H: 21.92 14.73 14.76  0.30
H: 14.09 13.78 20.32  -0.09
H: 18.41 8.64 11.12  0.39
H: 11.37 16.57 19.64  0.33
H: 11.47 20.10 18.40  0.36
H: 9.06 12.32 14.20  0.22
H: 15.39 16.69 23.12  0.60
H: 15.76 18.24 10.72  0.15
H: 18.66 9.97 12.19  0.21
H: 18.52 16.26 15.32  0.35
H: 16.35 18.24 18.40  0.31
H: 20.60 11.74 8.03  0.40
H: 10.47 10.27 18.78  0.41
H: 15.81 16.72 19.30  -0.33
H: 17.75 9.30 16.88  0.32
H: 13.09 14.51 13.47  -0.03
H: 8.75 8.37 12.51  0.30
H: 22.13 13.14 15.59  0.37
H: 19.32 10.62 9.90  0.13
H: 10.03 16.33 18.58  0.47
H: 11.91 11.79 20.46  0.20
H: 17.88 13.58 15.78  0.28
H: 11.87 12.41 15.04  -0.13
H: 19.07 18.83 14.85  0.44
H: 14.81 7.37 16.40  0.34
H: 10.33 7.62 12.35  0.22
H: 14.06 11.63 19.25  -0.58
H: 10.49 18.93 19.34  0.25
H: 13.29 6.70 15.98  0.36
H: 8.55 14.10 14.27  0.33
H: 19.27 12.82 7.71  0.33
H: 12.39 10.67 14.99  0.37
H: 23.64 14.74 16.64  0.40
H: 14.05 14.66 12.04  0.29
H: 22.28 15.91 16.80  0.23
H: 10.31 15.07 19.77  0.37
H: 11.85 16.23 11.82  0.50
H: 22.36 14.43 17.81  0.27
H: 9.37 11.46 18.95  0.51
H: 15.59 15.88 17.36  -1.00
H: 14.04 11.39 10.56  0.47
H: 14.14 15.91 16.27  0.37
H: 17.02 19.26 20.53  0.43
H: 18.11 14.65 17.25  0.09
H: 18.92 10.42 16.24  0.33
H: 12.02 15.97 17.36  0.16
H: 16.57 8.46 12.80  0.23
H: 18.52 10.37 8.45  0.36
H: 13.70 15.93 21.39  0.34
H: 14.89 19.60 13.42  0.35
H: 14.21 12.36 12.10  -0.40
H: 17.73 13.32 22.36  0.39
H: 16.17 12.60 20.53  0.41
H: 17.65 7.20 13.04  0.34
H: 13.21 11.73 21.63  0.47

Question: The lowest maximum force belongs to which entry?
Answer: C2H8

Question: What is the maximum force in the eighth record?
Answer: 6.360 eV/Å

Question: Number 2 is which compound?
Answer: C2H2N2O2S